# C5H8O

C5H8O as an isolated structure (the ωB97M-V functional and the def2-TZVPD basis, OMol25).

```
14
Properties=species:S:1:pos:R:3:forces:R:3
O 0.874437 -0.429840 1.212374 0.379 0.574 0.140
C 0.120348 -0.072058 -0.885554 0.256 0.248 -0.357
C 1.415159 -0.108606 -0.061819 0.845 3.320 -0.188
C -0.881469 -1.053379 -0.184771 0.329 -0.176 -0.051
C -0.535664 1.027275 0.017222 -0.219 0.230 -0.047
C -0.541545 -0.146472 1.007386 0.031 -0.005 0.142
H -1.909154 -0.916235 -0.554467 0.435 0.037 0.113
H -1.061714 -0.141195 1.969574 0.191 -0.075 -0.265
H 1.937452 1.010802 -0.163436 -2.307 -0.834 0.859
H -1.528849 1.335737 -0.303758 -0.025 -0.077 0.059
H -0.648464 -2.115426 -0.089445 0.127 0.114 -0.049
H 2.448912 -0.277661 -0.262789 0.319 -3.373 -0.347
H 0.208157 0.006617 -1.966226 -0.070 0.101 0.045
H 0.102390 1.880439 0.265715 -0.291 -0.084 -0.055
```
Forces are in eV/Å.

Output
HOMO-LUMO gap: 10.1 eV
Energy relative to the best compared isomer or geometry (same formula, charge and spin): 74.4 kcal/mol
LUMO energy: 1.0616 eV
M: 84.12 g/mol
HOMO energy: -0.3306 Eh

The net atomic charges from Mulliken, expressed in e, are: atom 1 (O): -0.4335, atom 2 (C): -0.2270, atom 3 (C): -0.4771, atom 4 (C): -0.5745, atom 5 (C): -0.6996, atom 6 (C): -0.0724, atom 7 (H): 0.2705, atom 8 (H): 0.4080, atom 9 (H): 0.1084, atom 10 (H): 0.2802, atom 11 (H): 0.3055, atom 12 (H): 0.3724, atom 13 (H): 0.4247, atom 14 (H): 0.3142